DFT (wB97M-V/def2-TZVPD) results for a structure of composition C40H38N3OP2S3SiW.

Atoms and positions in Å:
W (0.16, 0.90, 0.87)
S (-1.50, -0.49, 2.11)
P (-1.05, -1.64, 0.49)
C (0.37, -0.97, -0.22)
P (1.95, -1.25, 0.42)
S (2.12, -0.15, 2.12)
C (3.11, -0.62, -0.82)
C (2.77, -0.58, -2.16)
C (3.68, -0.13, -3.10)
C (4.95, 0.27, -2.70)
C (5.31, 0.23, -1.36)
C (4.39, -0.22, -0.42)
C (2.53, -2.92, 0.76)
C (2.22, -3.51, 1.98)
C (2.64, -4.79, 2.28)
C (3.39, -5.50, 1.35)
C (3.72, -4.93, 0.14)
C (3.29, -3.64, -0.17)
C (-1.07, -3.36, 1.01)
C (-1.19, -4.36, 0.04)
C (-1.19, -5.69, 0.42)
C (-1.08, -6.03, 1.76)
C (-0.98, -5.04, 2.73)
C (-0.97, -3.71, 2.36)
C (-2.37, -1.52, -0.73)
C (-3.66, -1.90, -0.37)
C (-4.69, -1.83, -1.28)
C (-4.44, -1.38, -2.58)
C (-3.16, -0.99, -2.94)
C (-2.12, -1.06, -2.02)
H (1.77, -0.88, -2.47)
H (3.41, -0.10, -4.15)
H (5.67, 0.62, -3.44)
H (6.30, 0.54, -1.05)
H (4.66, -0.25, 0.63)
H (1.66, -2.94, 2.72)
H (2.39, -5.24, 3.23)
H (3.73, -6.51, 1.59)
H (4.32, -5.48, -0.58)
H (3.56, -3.20, -1.12)
H (-1.28, -4.10, -1.00)
H (-1.28, -6.46, -0.33)
H (-1.09, -7.07, 2.06)
H (-0.91, -5.31, 3.78)
H (-0.90, -2.93, 3.11)
H (-3.86, -2.25, 0.64)
H (-5.69, -2.13, -1.00)
H (-5.24, -1.32, -3.29)
H (-2.96, -0.64, -3.95)
H (-1.11, -0.78, -2.29)
N (-1.63, 3.20, -2.21)
C (-3.00, 2.91, -2.36)
C (-3.66, 3.25, -3.53)
C (-5.02, 3.01, -3.66)
C (-5.72, 2.40, -2.62)
C (-5.05, 2.03, -1.46)
C (-3.69, 2.29, -1.33)
S (-2.88, 1.88, 0.17)
N (-1.23, 1.76, -0.36)
C (-0.80, 2.62, -1.32)
C (0.60, 2.87, -1.33)
C (1.26, 3.78, -2.19)
C (2.57, 4.09, -1.96)
C (3.24, 3.50, -0.87)
C (2.58, 2.59, -0.10)
N (1.29, 2.23, -0.34)
H (-1.22, 3.78, -2.92)
H (-3.11, 3.72, -4.34)
H (-5.53, 3.29, -4.57)
H (-6.78, 2.21, -2.71)
H (-5.58, 1.54, -0.66)
H (0.73, 4.25, -3.01)
H (3.08, 4.79, -2.61)
H (4.26, 3.75, -0.63)
H (3.06, 2.08, 0.72)
C (0.09, 2.32, 5.08)
Si (0.13, 3.27, 3.52)
C (1.69, 4.21, 3.30)
C (-1.37, 4.32, 3.30)
O (0.11, 2.14, 2.24)
H (0.15, 2.99, 5.94)
H (0.93, 1.62, 5.14)
H (-0.83, 1.74, 5.17)
H (1.79, 4.99, 4.06)
H (1.73, 4.69, 2.32)
H (2.56, 3.55, 3.39)
H (-1.37, 5.14, 4.01)
H (-2.27, 3.73, 3.45)
H (-1.41, 4.74, 2.29)

Energy relative to the best compared isomer or geometry (same formula, charge and spin)   0.000 eV
Total charge   +1
Orbital gap (spin up / spin down)   0.194 / 0.239 hartree
Multiplicity   3
Highest occupied orbital energy (spin up / spin down)   -8.860 / -10.190 eV
LUMO (spin up / spin down)   -0.13145 / -0.13526 Ha

Atom charges from the Löwdin analysis, given in e for atoms 1 to 8: number 1, W, carries 1.247; number 2, S, carries 0.351; number 3, P, carries 0.475; number 4, C, carries -0.660; number 5, P, carries 0.460; number 6, S, carries 0.369; number 7, C, carries -0.383; number 8, C, carries -0.088



DFT (wB97M-V/def2-TZVPD) results for a structure of composition C40H39ClMgN3O3PSTe.

Atoms and positions in Å:
Mg (0.32, 0.81, -0.37)
N (0.47, 1.84, 1.54)
C (-0.84, 2.43, 1.72)
C (-1.45, 2.73, 0.33)
O (-2.52, 3.30, 0.24)
O (-0.74, 2.31, -0.65)
H (0.83, 1.50, 2.43)
H (1.09, 2.60, 1.23)
H (-0.83, 3.37, 2.29)
H (-1.51, 1.73, 2.22)
Cl (3.29, 1.58, 0.16)
C (4.25, 0.17, 0.34)
C (5.63, 0.27, 0.38)
C (6.40, -0.87, 0.52)
C (5.78, -2.11, 0.60)
C (4.40, -2.21, 0.55)
C (3.62, -1.06, 0.44)
P (1.79, -1.12, 0.43)
C (1.45, -1.55, 2.17)
C (2.43, -1.83, 3.12)
C (2.07, -2.13, 4.42)
C (0.73, -2.17, 4.78)
C (-0.25, -1.87, 3.85)
C (0.11, -1.55, 2.55)
C (1.60, -2.69, -0.47)
C (1.35, -3.92, 0.12)
C (1.27, -5.06, -0.66)
C (1.46, -4.98, -2.03)
C (1.69, -3.75, -2.63)
C (1.75, -2.61, -1.86)
H (6.10, 1.24, 0.29)
H (7.47, -0.80, 0.55)
H (6.38, -3.01, 0.71)
H (3.93, -3.17, 0.59)
H (3.47, -1.80, 2.85)
H (2.83, -2.35, 5.15)
H (0.46, -2.43, 5.79)
H (-1.29, -1.89, 4.14)
H (-0.65, -1.30, 1.82)
H (1.22, -3.98, 1.19)
H (1.08, -6.01, -0.19)
H (1.42, -5.87, -2.63)
H (1.83, -3.68, -3.70)
H (1.91, -1.64, -2.32)
Te (1.23, 4.53, -0.80)
C (2.21, 6.37, -0.44)
C (3.42, 6.67, -1.05)
C (4.07, 7.86, -0.78)
C (3.53, 8.78, 0.10)
C (2.31, 8.49, 0.70)
C (1.67, 7.30, 0.43)
H (3.85, 5.96, -1.74)
H (5.02, 8.07, -1.27)
H (4.04, 9.70, 0.31)
H (1.87, 9.21, 1.38)
H (0.72, 7.09, 0.91)
S (1.36, 1.03, -2.69)
C (-0.28, 0.82, -2.99)
N (-1.01, 1.93, -3.34)
C (-2.37, 1.86, -3.43)
C (-2.98, 0.65, -3.30)
C (-2.16, -0.47, -3.04)
N (-0.84, -0.38, -2.93)
H (-0.54, 2.82, -3.29)
H (-2.89, 2.78, -3.62)
H (-4.05, 0.55, -3.39)
H (-2.57, -1.47, -3.03)
C (-6.59, -4.11, 0.31)
C (-5.47, -3.16, 0.04)
C (-4.17, -3.58, -0.16)
C (-3.13, -2.69, -0.36)
C (-1.76, -3.24, -0.62)
C (-3.38, -1.30, -0.35)
C (-2.35, -0.31, -0.44)
O (-1.11, -0.47, -0.25)
C (-4.73, -0.86, -0.22)
C (-5.10, 0.59, -0.27)
C (-5.73, -1.79, -0.04)
H (-6.22, -5.13, 0.46)
H (-7.29, -4.12, -0.52)
H (-7.14, -3.80, 1.20)
H (-3.95, -4.64, -0.16)
H (-1.83, -4.23, -1.07)
H (-1.21, -3.34, 0.31)
H (-1.19, -2.59, -1.28)
H (-2.71, 0.71, -0.54)
H (-4.60, 1.16, 0.52)
H (-6.17, 0.71, -0.14)
H (-4.82, 1.04, -1.22)
H (-6.75, -1.46, 0.06)

Energy relative to the best compared isomer or geometry (same formula, charge and spin)   1.025 eV
Orbital gap   0.125 hartree
Highest occupied orbital energy   -5.140 eV
LUMO   -0.06406 Ha

Atom charges from the Löwdin analysis, given in e for atoms 1 to 8: number 1, Mg, carries 0.217; number 2, N, carries -0.053; number 3, C, carries -0.157; number 4, C, carries -0.736; number 5, O, carries 0.037; number 6, O, carries -0.291; number 7, H, carries 0.099; number 8, H, carries -0.040



DFT (wB97M-V/def2-TZVPD) results for a structure of composition C40H39N7O11PbSSe.

Atoms and positions in Å:
Pb (-0.12, 0.17, 0.02)
O (3.97, 4.04, 3.70)
C (3.13, 3.09, 3.19)
C (1.77, 3.31, 3.04)
C (1.01, 2.30, 2.48)
N (1.52, 1.14, 2.08)
C (2.82, 0.91, 2.27)
C (3.67, 1.87, 2.82)
C (3.41, -0.47, 1.89)
O (4.66, -0.49, 1.78)
O (2.58, -1.40, 1.78)
C (-0.50, 2.47, 2.39)
O (-1.01, 3.32, 3.14)
O (-1.10, 1.70, 1.59)
H (3.44, 4.82, 3.90)
H (1.29, 4.23, 3.36)
H (4.71, 1.63, 2.94)
C (-6.12, 5.18, 0.66)
C (-5.49, 3.88, 0.23)
C (-6.28, 2.78, -0.09)
C (-5.70, 1.57, -0.45)
C (-4.31, 1.47, -0.50)
C (-3.51, 2.56, -0.21)
C (-4.11, 3.76, 0.15)
S (-3.60, -0.10, -0.96)
O (-3.59, -0.91, 0.25)
O (-4.47, -0.57, -2.03)
N (-2.12, 0.14, -1.40)
C (-1.94, 0.90, -2.64)
C (-0.86, 1.99, -2.55)
O (-0.70, 2.68, -3.56)
O (-0.18, 2.07, -1.47)
H (-7.10, 5.32, 0.20)
H (-5.49, 6.03, 0.39)
H (-6.25, 5.21, 1.74)
H (-7.36, 2.86, -0.05)
H (-6.30, 0.71, -0.71)
H (-2.43, 2.48, -0.26)
H (-3.48, 4.61, 0.41)
H (-2.86, 1.39, -2.97)
H (-1.64, 0.24, -3.46)
C (-2.01, -1.79, 5.69)
N (-2.50, -2.41, 4.48)
C (-2.00, -2.17, 3.23)
Se (-0.45, -1.30, 2.86)
N (-2.82, -2.83, 2.35)
C (-3.84, -3.46, 3.04)
C (-4.88, -4.26, 2.62)
C (-5.69, -4.83, 3.60)
C (-5.46, -4.60, 4.95)
C (-4.42, -3.79, 5.38)
C (-3.62, -3.23, 4.40)
H (-1.36, -0.96, 5.40)
H (-1.43, -2.49, 6.29)
H (-2.85, -1.42, 6.27)
H (-2.94, -2.40, 1.43)
H (-5.06, -4.44, 1.57)
H (-6.51, -5.47, 3.30)
H (-6.11, -5.06, 5.69)
H (-4.24, -3.60, 6.43)
C (7.25, 2.04, 1.69)
C (6.96, 2.36, 0.25)
C (5.71, 2.83, -0.14)
C (5.41, 3.08, -1.47)
C (6.36, 2.84, -2.46)
N (6.10, 3.03, -3.84)
C (4.89, 3.23, -4.47)
O (4.81, 3.93, -5.47)
N (3.80, 2.62, -3.91)
C (3.75, 1.46, -3.10)
C (4.74, 0.49, -3.04)
C (4.56, -0.60, -2.21)
C (3.39, -0.70, -1.46)
N (2.44, 0.23, -1.52)
C (2.61, 1.28, -2.32)
C (7.61, 2.38, -2.08)
C (7.91, 2.15, -0.75)
H (6.48, 2.45, 2.34)
H (8.22, 2.44, 1.99)
H (7.27, 0.96, 1.84)
H (4.95, 3.00, 0.61)
H (4.42, 3.43, -1.74)
H (6.87, 3.36, -4.39)
H (2.92, 2.97, -4.24)
H (5.64, 0.59, -3.63)
H (5.32, -1.36, -2.12)
H (3.23, -1.52, -0.78)
H (1.80, 2.01, -2.33)
H (8.36, 2.18, -2.85)
H (8.89, 1.77, -0.48)
C (0.53, -4.70, -2.00)
C (0.60, -3.47, -1.12)
C (1.06, -3.65, 0.30)
O (0.30, -2.39, -1.57)
H (0.54, -5.62, -1.42)
H (1.39, -4.69, -2.67)
H (-0.37, -4.65, -2.62)
H (1.92, -4.33, 0.33)
H (0.25, -4.11, 0.87)
H (1.32, -2.71, 0.77)

Energy relative to the best compared isomer or geometry (same formula, charge and spin)   0.000 eV
Total charge   -2
Orbital gap   0.248 hartree
Highest occupied orbital energy   -2.906 eV
LUMO   0.14163 Ha

Atom charges from the Löwdin analysis, given in e for atoms 1 to 8: number 1, Pb, carries 1.403; number 2, O, carries 0.039; number 3, C, carries -0.299; number 4, C, carries 0.046; number 5, C, carries -0.190; number 6, N, carries 0.073; number 7, C, carries -0.159; number 8, C, carries 0.032



DFT (wB97M-V/def2-TZVPD) results for a structure of composition C40H39N8OS3Y.

Atoms and positions in Å:
Y (-0.13, 0.15, 0.12)
S (3.79, 2.14, -2.50)
C (4.02, 0.42, -2.72)
C (5.11, -0.24, -3.25)
C (5.07, -1.62, -3.32)
C (3.95, -2.32, -2.88)
C (2.86, -1.66, -2.34)
C (2.89, -0.27, -2.22)
N (1.93, 0.52, -1.67)
C (2.22, 1.79, -1.73)
C (1.42, 2.83, -1.15)
C (1.74, 4.18, -1.39)
C (1.07, 5.18, -0.72)
C (0.08, 4.84, 0.19)
C (-0.28, 3.51, 0.37)
C (0.34, 2.45, -0.30)
H (5.98, 0.31, -3.59)
H (5.92, -2.16, -3.72)
H (3.93, -3.39, -2.96)
H (2.00, -2.20, -2.01)
H (2.53, 4.43, -2.09)
H (1.34, 6.22, -0.87)
H (-0.42, 5.62, 0.76)
H (-1.07, 3.30, 1.08)
O (-2.26, 0.57, -1.03)
N (-2.86, 1.69, -0.74)
C (-3.07, 2.58, -1.72)
C (-3.64, 3.81, -1.49)
C (-4.05, 4.12, -0.19)
C (-3.88, 3.18, 0.80)
C (-3.25, 1.95, 0.55)
S (-2.92, 0.82, 1.75)
H (-2.73, 2.27, -2.70)
H (-3.76, 4.51, -2.29)
H (-4.49, 5.08, 0.04)
H (-4.20, 3.37, 1.82)
N (-1.43, -3.01, -6.75)
C (-1.17, -3.67, -5.56)
S (-1.27, -5.34, -5.58)
C (-0.90, -2.92, -4.39)
C (-0.76, -1.51, -4.34)
C (-0.51, -0.88, -3.15)
N (-0.38, -1.50, -1.96)
C (-0.50, -2.84, -2.01)
C (-0.75, -3.57, -3.14)
H (-1.44, -3.61, -7.56)
H (-1.00, -2.11, -6.89)
H (-0.84, -0.91, -5.23)
H (-0.40, 0.20, -3.12)
H (-0.39, -3.36, -1.06)
H (-0.82, -4.64, -3.10)
N (3.49, 0.25, 0.98)
C (3.41, -1.09, 0.85)
C (4.56, -1.89, 0.80)
C (4.43, -3.25, 0.69)
C (3.15, -3.80, 0.61)
C (2.08, -2.94, 0.64)
N (2.18, -1.62, 0.76)
H (4.38, 0.67, 1.14)
H (2.65, 0.73, 1.29)
H (5.54, -1.42, 0.85)
H (5.30, -3.89, 0.67)
H (3.00, -4.87, 0.54)
H (1.06, -3.31, 0.58)
N (-3.27, -5.46, 2.17)
C (-2.64, -4.30, 1.80)
C (-3.08, -3.55, 0.71)
C (-2.42, -2.38, 0.38)
N (-1.36, -1.93, 1.04)
C (-0.96, -2.62, 2.11)
C (-1.56, -3.79, 2.53)
H (-3.85, -5.90, 1.47)
H (-2.76, -6.09, 2.77)
H (-3.93, -3.88, 0.13)
H (-2.75, -1.78, -0.46)
H (-0.12, -2.21, 2.65)
H (-1.20, -4.32, 3.40)
C (0.18, 1.28, 5.59)
C (1.41, 0.90, 4.76)
C (2.42, 2.05, 4.79)
C (2.06, -0.36, 5.34)
C (0.99, 0.64, 3.37)
C (0.63, 0.42, 2.23)
H (0.45, 1.47, 6.63)
H (-0.56, 0.48, 5.57)
H (-0.29, 2.17, 5.18)
H (2.71, 2.28, 5.81)
H (1.99, 2.95, 4.34)
H (3.31, 1.79, 4.22)
H (2.38, -0.18, 6.37)
H (2.93, -0.64, 4.75)
H (1.36, -1.19, 5.33)

Energy relative to the best compared isomer or geometry (same formula, charge and spin)   1.150 eV
Total charge   -1
Orbital gap (spin up / spin down)   0.168 / 0.249 hartree
Multiplicity   2
Highest occupied orbital energy (spin up / spin down)   -2.413 / -4.610 eV
LUMO (spin up / spin down)   0.07975 / 0.07972 Ha

Atom charges from the Löwdin analysis, given in e for atoms 1 to 8: number 1, Y, carries 1.338; number 2, S, carries 1.082; number 3, C, carries -0.467; number 4, C, carries -0.108; number 5, C, carries -0.097; number 6, C, carries -0.077; number 7, C, carries -0.017; number 8, C, carries -0.315



DFT (wB97M-V/def2-TZVPD) results for a structure of composition C40H40BaF5N4OPTe.

Atoms and positions in Å:
Ba (0.59, 0.57, 0.16)
C (0.19, -0.25, -3.46)
C (-1.27, -0.13, -2.98)
C (-1.70, 1.31, -2.88)
C (-2.64, 1.84, -3.75)
C (-2.98, 3.18, -3.65)
C (-2.34, 3.95, -2.70)
C (-1.41, 3.33, -1.87)
N (-1.09, 2.04, -1.95)
N (1.07, -0.77, -2.41)
C (2.48, -0.50, -2.71)
C (2.83, 0.97, -2.72)
C (4.00, 1.40, -3.34)
C (4.35, 2.73, -3.28)
C (3.51, 3.62, -2.61)
C (2.36, 3.11, -2.04)
N (2.03, 1.81, -2.08)
C (0.85, -2.22, -2.29)
C (1.46, -2.82, -1.04)
C (2.33, -3.90, -1.13)
C (2.81, -4.47, 0.04)
C (2.41, -3.94, 1.25)
C (1.55, -2.85, 1.24)
N (1.08, -2.30, 0.13)
H (0.55, 0.74, -3.73)
H (0.26, -0.89, -4.35)
H (-1.37, -0.57, -1.98)
H (-1.94, -0.67, -3.64)
H (-3.11, 1.20, -4.49)
H (-3.72, 3.61, -4.31)
H (-2.56, 5.00, -2.57)
H (-0.89, 3.92, -1.13)
H (2.77, -0.95, -3.67)
H (3.09, -0.98, -1.94)
H (4.63, 0.68, -3.86)
H (5.26, 3.08, -3.75)
H (3.74, 4.67, -2.54)
H (1.67, 3.75, -1.50)
H (1.25, -2.74, -3.17)
H (-0.22, -2.39, -2.26)
H (2.62, -4.28, -2.10)
H (3.49, -5.31, 0.00)
H (2.76, -4.34, 2.19)
H (1.23, -2.40, 2.17)
C (-2.41, 4.53, 4.63)
C (-2.97, 3.18, 4.97)
C (-3.86, 3.11, 6.05)
C (-4.43, 1.93, 6.46)
C (-4.12, 0.75, 5.81)
C (-3.23, 0.79, 4.75)
C (-2.65, 1.98, 4.30)
P (-1.58, 1.70, 2.83)
C (-0.42, 3.11, 2.70)
C (-0.35, 3.89, 1.54)
C (0.63, 4.86, 1.38)
C (1.55, 5.07, 2.39)
C (1.50, 4.30, 3.54)
C (0.54, 3.31, 3.72)
C (0.51, 2.50, 4.98)
C (-2.73, 1.87, 1.44)
C (-3.53, 3.01, 1.31)
C (-4.44, 3.18, 0.29)
C (-4.58, 2.12, -0.63)
C (-3.86, 0.97, -0.51)
C (-2.90, 0.77, 0.54)
C (-2.17, -0.44, 0.60)
H (-3.04, 5.31, 5.05)
H (-2.32, 4.70, 3.56)
H (-1.40, 4.66, 5.05)
H (-4.11, 4.03, 6.56)
H (-5.12, 1.92, 7.30)
H (-4.56, -0.19, 6.11)
H (-2.97, -0.13, 4.23)
H (-1.11, 3.74, 0.79)
H (0.65, 5.46, 0.48)
H (2.33, 5.82, 2.28)
H (2.24, 4.45, 4.32)
H (1.45, 2.62, 5.53)
H (0.37, 1.44, 4.75)
H (-0.31, 2.80, 5.63)
H (-3.44, 3.80, 2.04)
H (-5.04, 4.08, 0.21)
H (-5.30, 2.21, -1.44)
H (-4.02, 0.16, -1.21)
H (-2.54, -1.28, 0.01)
H (-1.75, -0.74, 1.56)
F (3.98, 2.08, 3.47)
Te (3.65, 1.02, 1.98)
F (5.40, 1.37, 1.48)
F (3.06, 2.64, 1.20)
F (1.89, 0.87, 2.71)
F (4.23, -0.38, 3.06)
O (3.15, 0.06, 0.56)

Energy relative to the best compared isomer or geometry (same formula, charge and spin)   2.722 eV
Orbital gap   0.209 hartree
Highest occupied orbital energy   -5.654 eV
LUMO   0.00082 Ha

Atom charges from the Löwdin analysis, given in e for atoms 1 to 8: number 1, Ba, carries 1.755; number 2, C, carries -0.172; number 3, C, carries -0.117; number 4, C, carries -0.305; number 5, C, carries -0.018; number 6, C, carries -0.058; number 7, C, carries -0.050; number 8, C, carries -0.130